# 1
Molecular formula: C2H3NO
Method: DFT, ωB97M-V/def2-TZVPD

Last column: natural (NBO) charge in e.
Element x y z (Å)
C -0.0160 -0.3947 0.5020  -0.38
C 0.5770 0.2935 -0.7132  0.05
N -0.8964 0.7758 0.8365  -0.08
O -0.2756 1.3224 -0.2452  -0.27
H -0.6029 -1.2722 0.0376  0.24
H 0.3986 -0.8850 1.3125  0.23
H 0.8153 0.1603 -1.7303  0.20

The spin multiplicity is 1. For the HOMO-LUMO gap (alpha / beta), the calculation gives 9.280 / 8.960 eV. For the HOMO energy (alpha / beta), the calculation gives -9.1 / -8.6 eV.

# 2
Molecular formula: C24H36N5O2SSi2Sn
Method: DFT, ωB97M-V/def2-TZVPD

Last column: Löwdin charge in e.
Element x y z (Å)
Sn -0.5916 -0.1397 -0.9076  1.15
C -1.4418 -0.8985 3.4724  -0.15
Si -1.3407 0.8133 2.7640  0.40
C -1.2753 2.1597 4.0299  -0.16
C -2.8608 1.0825 1.7369  -0.18
N 0.0807 0.9264 1.6769  -0.02
C 1.2935 0.8498 2.0587  -0.28
C 1.6942 0.6053 3.4648  -0.04
C 2.9690 0.5502 3.8425  -0.04
C 4.0649 0.7219 2.8827  -0.05
C 3.8241 0.9362 1.5940  -0.02
C 2.4452 1.0334 1.0493  -0.27
N 2.1800 1.2533 -0.1679  0.02
Si 3.2050 1.6296 -1.5665  0.41
C 2.6310 3.3138 -2.0804  -0.16
C 2.8623 0.3600 -2.8688  -0.16
C 5.0488 1.6607 -1.3571  -0.19
H -2.4218 -1.0553 3.9351  0.05
H -0.6791 -1.1190 4.2214  0.03
H -1.3404 -1.6303 2.6608  0.03
H -2.1779 2.0992 4.6468  0.05
H -1.2760 3.1377 3.5364  0.04
H -0.4094 2.1215 4.6943  0.03
H -3.6651 1.4433 2.3883  0.05
H -3.2134 0.1652 1.2553  0.00
H -2.7242 1.8283 0.9502  0.00
H 0.9149 0.4803 4.2014  0.07
H 3.2107 0.3788 4.8842  0.12
H 5.0859 0.6755 3.2410  0.11
H 4.6435 1.0701 0.9043  0.07
H 1.6058 3.2827 -2.4640  0.01
H 3.2736 3.7019 -2.8767  0.04
H 2.6679 4.0206 -1.2454  0.04
H 1.8289 0.0252 -2.8938  -0.01
H 3.5115 -0.5126 -2.7389  0.04
H 3.0910 0.7942 -3.8507  0.05
H 5.4063 2.5162 -0.7742  0.04
H 5.4821 1.7391 -2.3606  0.05
H 5.4406 0.7437 -0.9076  0.03
C -0.7814 1.7569 -5.6976  0.00
O -0.9861 2.5990 -4.5385  0.00
C -0.8895 1.9865 -3.3743  -0.59
O -0.6248 0.8023 -3.2207  -0.10
N -1.1047 2.8509 -2.3451  0.04
N -1.1336 2.3398 -1.0462  -0.02
H -1.0044 2.3887 -6.5484  0.10
H -1.4499 0.9023 -5.6636  0.10
H 0.2508 1.4195 -5.7291  0.10
H -1.3446 3.8097 -2.5366  0.17
H -1.9975 2.6005 -0.5844  0.08
H -0.3316 2.6621 -0.5069  0.09
C 1.2050 -2.8402 0.4215  -0.04
C -0.2194 -3.3179 0.2752  -0.32
C -0.5514 -4.6228 0.7057  -0.01
C -1.8477 -5.0308 0.6565  0.02
C -2.8505 -4.1611 0.1676  -0.15
C -4.2133 -4.5320 0.1209  -0.03
C -5.1327 -3.6469 -0.3579  -0.06
C -4.7256 -2.3760 -0.8181  -0.10
C -3.4099 -1.9846 -0.8003  -0.59
S -2.9937 -0.4059 -1.4856  0.58
C -2.4449 -2.8887 -0.2760  -0.24
N -1.1316 -2.4965 -0.2037  -0.01
H 1.9054 -3.6552 0.2391  0.09
H 1.3733 -2.4880 1.4439  0.09
H 1.4395 -2.0235 -0.2604  0.02
H 0.2318 -5.2743 1.0744  0.12
H -2.1286 -6.0236 0.9892  0.13
H -4.5056 -5.5157 0.4697  0.12
H -6.1818 -3.9121 -0.3907  0.11
H -5.4646 -1.6868 -1.2108  0.11

The spin multiplicity is 1. For the HOMO-LUMO gap, the calculation gives 6.596 eV. As for the net charge: +1. For the HOMO energy, the calculation gives -10.3 eV.

# 3
Molecular formula: C20H16Cl2IrN8O2S
Method: DFT, ωB97M-V/def2-TZVPD

Last column: natural (NBO) charge in e.
Element x y z (Å)
Ir 0.6095 0.4886 -0.2538  1.13
N 3.3057 2.5166 -1.3250  -0.73
C 2.3344 3.2577 -0.8052  0.63
N 2.5715 4.5431 -0.5933  -0.55
C 1.5705 5.2764 -0.1084  0.61
N 1.7964 6.5594 0.1531  -0.73
N 0.3339 4.7852 0.1229  -0.53
C 0.1762 3.5049 -0.1115  0.46
N 1.1327 2.6713 -0.5509  -0.57
C -1.1513 2.9132 0.0843  0.15
C -2.2880 3.7099 0.0658  -0.19
C -3.5309 3.1091 0.1649  -0.11
C -3.5878 1.7327 0.3404  -0.21
C -2.4071 1.0147 0.4112  0.09
N -1.2086 1.5764 0.2484  -0.46
H 4.2164 2.9225 -1.4502  0.43
H 3.1633 1.5265 -1.4323  0.42
H 2.7075 6.9423 -0.0349  0.42
H 1.0597 7.1407 0.5131  0.42
H -2.1650 4.7753 -0.0343  0.26
H -4.4293 3.7058 0.1190  0.24
H -4.5286 1.2133 0.4207  0.26
H -2.4233 -0.0501 0.5975  0.26
Cl 6.8337 -3.7411 0.4129  0.05
C 5.5766 -2.5730 0.4371  -0.09
C 5.8698 -1.2646 0.8484  -0.16
C 4.8777 -0.3207 0.8868  -0.15
Cl 5.2156 1.2884 1.3840  0.04
C 3.5365 -0.6011 0.4562  0.48
O 2.6664 0.3221 0.4998  -0.70
C 3.3012 -1.9274 -0.0440  -0.30
C 2.0537 -2.2352 -0.6731  0.45
O 1.1764 -1.4293 -0.9984  -0.59
C 4.3100 -2.9006 0.0063  -0.14
H 6.8765 -0.9978 1.1269  0.26
H 1.8878 -3.2906 -0.9350  0.19
H 4.0972 -3.9032 -0.3280  0.24
C -4.2626 -6.0261 0.2009  -0.65
C -4.2235 -4.5478 0.0191  0.28
C -5.3419 -3.7471 0.2742  -0.31
C -5.1503 -2.3820 0.1561  0.09
N -3.9959 -1.8491 -0.1850  -0.51
C -2.9749 -2.6723 -0.4577  0.19
S -1.4866 -1.9978 -0.9644  0.00
N -3.0847 -3.9962 -0.3493  -0.47
H -5.2874 -6.3797 0.2600  0.22
H -3.7517 -6.2771 1.1300  0.24
H -3.7405 -6.5382 -0.6027  0.24
H -6.2877 -4.1726 0.5549  0.23
H -5.9473 -1.6737 0.3443  0.19

The spin multiplicity is 1. For the HOMO-LUMO gap (alpha / beta), the calculation gives 4.624 / 4.874 eV. As for the net charge: +1. For the HOMO energy (alpha / beta), the calculation gives -10.4 / -10.6 eV.